Entry from the Open Molecules 2025 dataset: a 2-piece molecular cluster, C3H9NOS2 overall at a distorted geometry (ωB97M-V/def2-TZVPD).

The geometry in XYZ format:
```
16
Properties=species:S:1:pos:R:3:forces:R:3:mulliken_charge:R:1
C -0.633 2.615 0.807 -0.54 1.40 0.44 -1.106
C -1.007 1.158 0.778 1.58 -0.64 -0.20 -0.296
S -1.025 0.554 -0.953 -0.34 -0.64 0.26 -0.199
S -1.758 -1.424 -0.798 0.85 0.71 -0.02 -0.193
H -1.367 3.257 0.241 0.81 -0.69 0.32 0.316
H 0.391 2.784 0.438 -0.43 0.06 0.15 0.301
H -0.711 2.978 1.872 0.32 -0.38 -1.00 0.318
H -1.945 1.002 1.215 -1.56 -0.25 0.43 0.416
H -0.282 0.572 1.370 -0.14 0.17 -0.39 0.316
H -0.546 -2.051 -0.744 -0.49 0.23 0.08 0.152
N 2.094 -0.960 -0.400 0.90 -1.40 -0.64 -0.186
C 2.824 -0.946 0.741 -0.96 2.52 1.94 0.179
O 2.480 -0.167 1.667 1.27 -2.07 -1.80 -0.568
H 2.274 -1.661 -1.121 -0.06 0.63 0.42 0.199
H 1.331 -0.311 -0.532 -0.10 0.00 0.14 0.070
H 3.771 -1.566 0.784 -1.11 0.35 -0.13 0.282
```
Positions in Å, forces in eV/Å.

- DFT total energy (a.u.) = -1046.07722
- HOMO level (eV) = -9.4
- lowest unoccupied orbital energy (eV) = 0.32
- relative energy (zero: lowest compared OMol25 entry of this formula, charge and spin) (eV) = 0.228
- SMILES = CCSS.NC=O
- largest force on an atom (eV Å⁻¹) = 3.3

Entry from the Open Molecules 2025 dataset: a 3-piece molecular cluster, C3H9N2O2 overall at a distorted geometry (ωB97M-V/def2-TZVPD).

The geometry in XYZ format:
```
16
Properties=species:S:1:pos:R:3:forces:R:3:mulliken_charge:R:1
C 0.257 0.585 -1.805 -0.76 -0.27 -1.04 -0.459
C -1.033 0.646 -1.327 0.54 0.24 0.68 -0.106
N -0.929 0.325 0.020 -0.30 0.31 1.32 0.029
C 0.346 0.180 0.381 1.88 -1.47 -2.81 -0.099
N 1.071 0.165 -0.785 -0.96 1.61 0.54 -0.042
H 0.648 0.773 -2.806 -0.26 -0.13 0.46 0.383
H -2.025 1.022 -1.642 1.10 -0.58 -0.37 0.374
H -1.786 0.208 0.627 0.90 0.40 -0.16 0.274
H 1.035 -0.040 1.182 -1.36 -0.17 1.20 0.396
H 2.093 0.058 -0.846 -0.80 -0.13 0.28 0.274
H 4.185 -1.105 0.354 0.30 -0.50 0.19 0.319
H 3.339 -2.418 0.604 0.46 -0.46 0.10 0.306
O 3.308 -1.493 0.386 -0.78 1.16 -0.33 -0.611
H -3.472 1.131 2.056 -0.05 0.27 0.10 0.301
H -3.825 -0.348 1.964 -0.17 -0.32 0.05 0.312
O -3.211 0.310 1.638 0.28 0.04 -0.21 -0.653
```
Positions in Å, forces in eV/Å.

- DFT total energy (a.u.) = -379.47699
- HOMO level (eV) = -13.9
- lowest unoccupied orbital energy (eV) = -2.78
- relative energy (zero: lowest compared OMol25 entry of this formula, charge and spin) (eV) = 0.757
- charge = +1
- largest force on an atom (eV Å⁻¹) = 3.7

Question: The lowest largest force on an atom belongs to which entry?
Answer: C3H9NOS2

Question: Which value of DFT total energy does entry 1 give?
Answer: -1046.07722 a.u.